[1]
C27H46F2N2O5S2 | ωB97M-V/def2-TZVPD

Each line ends with the Mulliken charge.
Element x y z (Å)
C1 5.982 -3.941 2.224  -1.029
C2 6.269 -2.787 1.104  -0.382
C3 5.480 -3.159 -0.274  -0.438
C4 5.984 -2.165 -1.435  -0.726
C5 5.403 -0.649 -1.258  -0.530
C6 3.832 -0.565 -1.615  -0.028
C7 3.513 0.198 -3.009  -0.637
C8 2.703 1.588 -2.723  -0.941
N1 1.234 1.388 -2.565  0.573
C9 0.633 2.227 -1.485  -1.392
C10 0.127 1.272 -0.262  1.193
C11 -0.391 2.167 1.006  0.020
C12 0.622 1.998 2.275  -0.552
C13 1.684 3.215 2.351  -0.592
C14 1.037 4.644 2.712  -0.641
C15 -0.166 4.594 3.784  -0.393
C16 -1.589 4.811 3.055  -0.671
C17 0.495 1.466 -3.838  -0.121
S1 0.664 2.623 -5.031  -0.170
S2 -0.812 0.139 -4.135  -0.167
C18 -2.260 0.674 -3.047  -0.261
C19 -2.862 -0.690 -2.396  -0.900
C20 -4.022 -0.424 -1.316  -0.939
C21 -4.156 -1.625 -0.218  1.431
C22 -4.677 -2.987 -0.919  -0.283
O1 -5.002 -2.992 -2.147  -0.550
N2 -4.852 -4.284 -0.185  -0.095
C23 -4.268 -5.405 -0.959  0.690
O2 -3.094 -5.808 -0.849  -0.439
F1 -5.137 -6.106 -1.881  -0.235
C24 -2.763 -1.675 0.601  0.247
O3 -1.738 -2.367 0.419  -0.567
O4 -2.877 -0.680 1.639  -0.329
C25 -4.216 -0.181 1.893  -0.106
F2 -4.444 1.213 1.566  -0.331
C26 -5.095 -1.279 1.067  0.343
C27 -6.640 -0.900 0.785  -1.354
O5 -5.202 -2.341 2.057  -0.541
H1 6.512 -3.735 3.216  0.323
H2 4.837 -3.992 2.331  0.262
H3 6.332 -4.942 1.753  0.264
H4 7.396 -2.656 0.954  0.268
H5 5.810 -1.822 1.548  0.206
H6 5.640 -4.268 -0.499  0.404
H7 4.368 -3.009 -0.038  0.174
H8 7.144 -2.145 -1.380  0.340
H9 5.721 -2.605 -2.470  0.282
H10 6.057 0.118 -1.810  0.430
H11 5.484 -0.439 -0.120  0.104
H12 3.455 -1.659 -1.715  0.239
H13 3.288 -0.090 -0.708  -0.158
H14 4.538 0.517 -3.438  0.334
H15 3.000 -0.459 -3.791  0.276
H16 3.095 1.938 -1.687  0.334
H17 3.010 2.405 -3.463  0.503
H18 -0.325 2.737 -1.880  0.437
H19 1.312 3.051 -1.075  0.507
H20 0.959 0.558 0.101  0.129
H21 -0.753 0.598 -0.564  -1.029
H22 -1.445 1.848 1.350  -0.354
H23 -0.480 3.281 0.723  0.282
H24 1.248 1.027 2.186  0.457
H25 -0.016 1.878 3.221  0.216
H26 2.243 3.224 1.339  0.115
H27 2.459 2.972 3.180  0.319
H28 1.884 5.271 3.197  0.365
H29 0.696 5.237 1.788  0.321
H30 -0.024 5.497 4.490  0.285
H31 -0.155 3.655 4.456  0.331
H32 -2.395 5.223 3.763  0.328
H33 -1.467 5.510 2.147  0.243
H34 -1.983 3.804 2.648  -0.057
H35 -1.921 1.344 -2.173  0.039
H36 -3.046 1.275 -3.626  0.454
H37 -3.286 -1.294 -3.289  0.463
H38 -1.950 -1.265 -1.969  0.417
H39 -5.029 -0.452 -1.893  0.434
H40 -3.973 0.601 -0.806  0.360
H41 -5.882 -4.458 -0.238  0.346
H42 -4.523 -0.204 3.006  0.330
H43 -7.198 -0.808 1.794  0.421
H44 -6.781 0.021 0.120  0.314
H45 -7.131 -1.796 0.232  0.355
H46 -6.120 -2.697 2.091  0.430

Results
Maximum force: 6.03 eV Å⁻¹
Gap between HOMO and LUMO: 7.705 eV
SMILES string: CCCCCCCCN(CCCCCCCC)C(=S)SCCC[C@@]1(C(=O)NC(=O)F)C(=O)O[C@@H](F)[C@]1(C)O
Total charge: 0

[2]
C27H47BBrIN2O16PS | ωB97M-V/def2-TZVPD

Each line ends with the Mulliken charge.
Element x y z (Å)
C1 -5.842 -2.191 -1.412  -0.583
O1 -5.345 -2.480 -0.080  -0.336
C2 -5.994 -1.624 0.898  -0.728
C3 -5.215 -0.215 0.921  0.139
C4 -4.115 -0.309 2.102  -0.544
C5 -3.315 1.079 2.177  -0.749
C6 -1.743 0.967 1.800  -0.328
C7 -1.469 0.916 0.207  -0.433
O2 -2.271 0.023 -0.544  -0.908
C8 -1.867 -1.313 -0.763  -0.599
I1 -1.006 -2.473 0.861  0.161
C9 -0.908 -1.559 -2.069  0.427
S1 -1.202 -3.341 -2.587  1.021
O3 -1.639 -3.433 -4.038  -0.684
O4 0.086 -4.097 -2.370  -0.607
C10 0.134 0.956 -0.159  -0.033
C11 0.309 1.525 -1.689  -0.645
C12 1.624 0.881 -2.429  -0.377
C13 1.313 0.450 -3.964  -0.832
C14 0.722 1.636 -4.860  -0.379
O5 0.323 1.017 -6.147  -0.309
C15 -1.084 1.013 -6.290  0.192
O6 -1.699 -0.034 -6.633  -0.479
O7 0.701 1.907 0.713  1.313
C16 2.032 1.766 1.202  0.882
N1 2.681 0.419 1.077  -0.540
C17 2.992 2.754 0.335  -0.853
C18 4.344 3.195 1.057  0.658
C19 5.084 4.225 0.021  -1.343
C20 5.404 2.021 1.330  -1.046
C21 2.023 2.061 2.776  -1.509
C22 1.813 3.545 3.272  -0.153
C23 0.928 4.527 2.382  -0.745
Br1 0.832 3.404 5.044  -0.207
P1 -2.067 2.663 -0.424  -0.610
N2 -3.780 2.426 -0.919  -0.444
O8 -1.979 3.828 0.821  -0.490
H1 -4.984 -1.685 -1.986  0.140
H2 -6.745 -1.487 -1.417  0.314
H3 -6.147 -3.149 -1.952  0.244
H4 -5.871 -2.135 1.928  0.339
H5 -7.108 -1.455 0.706  0.297
H6 -4.779 0.107 -0.081  0.033
H7 -5.986 0.570 1.287  0.266
H8 -4.730 -0.389 3.082  0.462
H9 -3.469 -1.246 2.065  0.159
H10 -3.874 1.892 1.608  0.193
H11 -3.331 1.408 3.288  0.456
H12 -1.256 1.883 2.313  -0.224
H13 -1.345 0.068 2.379  0.505
H14 -2.828 -1.897 -1.054  0.651
H15 0.202 -1.493 -1.817  -0.024
H16 -1.226 -0.822 -2.893  0.174
H17 -2.150 -3.884 -1.718  0.169
H18 0.518 -0.106 -0.190  0.302
H19 -0.572 1.199 -2.365  0.220
H20 0.486 2.655 -1.710  0.448
H21 1.988 -0.065 -1.906  0.272
H22 2.440 1.696 -2.521  0.198
H23 2.338 0.143 -4.404  0.432
H24 0.647 -0.470 -4.060  0.149
H25 1.567 2.368 -5.142  0.220
H26 -0.204 2.150 -4.438  0.317
H27 -1.715 1.962 -6.160  0.367
H28 2.787 0.141 0.091  0.230
H29 2.027 -0.290 1.475  0.302
H30 3.317 2.110 -0.572  0.230
H31 2.437 3.647 -0.112  0.304
H32 4.230 3.785 2.024  -0.082
H33 6.162 4.323 0.433  0.402
H34 5.183 3.789 -1.029  0.275
H35 4.642 5.276 0.059  0.328
H36 6.493 2.376 1.309  0.349
H37 5.219 1.659 2.414  0.257
H38 5.229 1.087 0.678  0.160
H39 2.997 1.631 3.214  0.125
H40 1.177 1.411 3.226  0.620
H41 2.773 4.121 3.555  0.556
H42 -0.179 4.430 2.701  0.329
H43 1.194 5.635 2.585  0.347
H44 0.984 4.375 1.256  0.006
H45 -3.824 2.242 -1.930  0.285
H46 -4.345 3.241 -0.650  0.240
H47 -1.894 4.710 0.396  0.358
B1 2.363 -6.435 1.879  1.233
O9 1.569 -6.982 2.992  -0.532
C24 0.630 -6.083 3.281  0.375
O10 -0.197 -6.216 4.150  -0.614
C25 0.765 -4.927 2.387  0.848
O11 0.063 -3.935 2.391  -0.779
O12 1.780 -5.119 1.556  -0.513
O13 3.779 -6.305 2.257  -0.507
C26 4.485 -7.048 1.401  0.593
O14 5.686 -7.163 1.430  -0.605
C27 3.578 -7.686 0.441  0.587
O15 3.898 -8.420 -0.460  -0.603
O16 2.320 -7.331 0.713  -0.482

Results
Maximum force: 5.83 eV Å⁻¹
Gap between HOMO and LUMO: 7.812 eV
Total charge: -1

[3]
C27H47BClN5O3 | ωB97M-V/def2-TZVPD

Each line ends with the Mulliken charge.
Element x y z (Å)
C1 3.864 0.967 2.065  -1.189
C2 4.060 0.276 0.709  -0.377
C3 3.136 -0.932 0.469  0.219
Cl1 3.538 -1.582 -1.182  -0.253
B1 1.599 -0.598 0.479  -0.443
C4 0.740 -0.515 1.809  -0.194
C5 0.275 0.850 2.220  0.296
O1 0.204 1.170 3.366  -0.557
O2 -0.109 1.707 1.195  -0.003
C6 0.886 2.575 0.721  0.684
C7 1.196 2.493 -0.763  -0.651
O3 1.416 3.336 1.465  -0.508
H1 4.330 1.956 2.029  0.342
H2 2.824 1.132 2.344  0.265
H3 4.382 0.404 2.844  0.363
H4 5.085 -0.110 0.681  0.292
H5 3.994 0.965 -0.137  0.215
H6 3.391 -1.729 1.174  0.440
H7 1.046 -0.424 -0.561  -0.152
H8 1.273 -0.977 2.641  0.340
H9 -0.166 -1.107 1.626  0.349
H10 0.554 1.812 -1.334  -0.073
H11 1.088 3.510 -1.147  0.444
H12 2.231 2.171 -0.897  0.166
C8 -3.081 1.361 -2.398  -0.371
C9 -2.909 1.631 -3.890  -0.596
C10 -1.867 0.718 -4.549  -0.111
C11 -0.563 0.897 -3.908  0.323
N1 0.427 1.028 -3.331  -0.531
H13 -2.156 1.553 -1.850  -0.021
H14 -3.847 2.015 -1.980  0.393
H15 -3.378 0.331 -2.218  -0.040
H16 -2.617 2.674 -4.034  0.330
H17 -3.862 1.491 -4.400  0.337
H18 -1.782 0.944 -5.613  0.365
H19 -2.154 -0.328 -4.447  -0.156
C12 -1.826 -3.615 -0.798  -0.457
C13 -1.962 -4.474 -2.038  -0.628
C14 -1.724 -3.619 -3.283  -0.497
C15 -2.738 -2.557 -3.341  0.439
N2 -3.572 -1.760 -3.383  -0.603
H20 -2.567 -2.815 -0.785  -0.173
H21 -1.963 -4.197 0.109  0.477
H22 -0.832 -3.164 -0.766  0.134
H23 -2.951 -4.932 -2.083  0.331
H24 -1.239 -5.291 -2.008  0.329
H25 -1.789 -4.206 -4.200  0.363
H26 -0.732 -3.165 -3.243  0.290
C16 -2.419 3.232 3.840  -0.860
C17 -2.347 4.277 4.954  -0.574
C18 -2.706 3.734 6.351  -0.441
C19 -4.079 3.224 6.422  0.242
N3 -5.159 2.836 6.479  -0.442
H27 -3.434 2.845 3.716  0.316
H28 -2.117 3.670 2.889  0.338
H29 -1.753 2.397 4.049  0.150
H30 -3.010 5.111 4.716  0.336
H31 -1.332 4.675 4.997  0.348
H32 -2.609 4.520 7.100  0.317
H33 -2.028 2.923 6.624  0.258
C20 6.845 -1.318 -3.845  -1.032
C21 8.354 -1.425 -3.667  -0.426
C22 8.737 -2.156 -2.375  -0.435
C23 8.219 -1.456 -1.195  0.269
N4 7.814 -0.894 -0.276  -0.433
H34 6.395 -0.741 -3.036  0.265
H35 6.598 -0.819 -4.782  0.340
H36 6.380 -2.306 -3.857  0.287
H37 8.792 -0.425 -3.663  0.289
H38 8.788 -1.959 -4.514  0.306
H39 9.821 -2.227 -2.281  0.296
H40 8.333 -3.169 -2.376  0.271
C24 -5.798 -0.479 2.821  -1.342
C25 -5.033 -0.268 1.526  -0.199
C26 -4.901 -1.514 0.649  0.606
C27 -4.173 -2.602 1.304  0.336
N5 -3.541 -3.427 1.800  -0.584
H41 -5.294 -1.198 3.470  0.355
H42 -5.877 0.462 3.364  0.381
H43 -6.809 -0.844 2.627  0.331
H44 -4.036 0.109 1.758  0.056
H45 -5.535 0.493 0.941  0.366
H46 -4.358 -1.262 -0.264  -0.635
H47 -5.883 -1.891 0.361  0.400

Results
Maximum force: 1.03 eV Å⁻¹
Gap between HOMO and LUMO: 10.293 eV
SMILES string: CC[C@H](Cl)BCC(=O)OC(C)=O.CCCC#N.CCCC#N.CCCC#N.CCCC#N.CCCC#N
Total charge: 0

[4]
C27H47ClF2N3O8PS2 | ωB97M-V/def2-TZVPD

Each line ends with the Mulliken charge.
Element x y z (Å)
C1 -2.767 -3.039 -2.001  -0.737
C2 -1.943 -2.250 -3.183  -0.216
P1 -0.143 -1.742 -2.652  -0.130
C3 0.553 -0.442 -3.865  -0.207
C4 -0.426 -0.139 -5.172  -0.692
C5 -0.243 -1.035 -0.838  0.336
O1 -1.080 0.162 -0.929  -0.422
C6 -0.337 1.393 -0.522  -0.017
C7 -1.424 2.602 -0.644  -0.596
C8 -0.743 3.845 -1.530  -0.467
O2 -1.190 3.824 -2.931  -0.486
C9 0.433 1.241 0.930  0.231
C10 0.872 2.705 1.513  -0.600
C11 1.450 2.714 3.064  -0.319
C12 0.514 3.531 4.135  -0.889
C13 0.347 5.154 3.764  -0.292
N1 -1.028 5.536 4.352  -0.753
C14 -0.523 0.545 2.112  -0.627
C15 -1.828 1.404 2.552  0.447
C16 -3.213 0.958 1.725  -0.974
O3 -2.122 1.021 3.974  -0.625
N2 1.544 0.248 0.699  1.283
C17 2.923 0.803 0.430  -0.370
C18 3.904 0.856 1.788  0.328
O4 4.001 -0.126 2.686  -0.327
Cl1 4.941 2.430 1.934  -0.162
C19 1.303 -0.798 -0.371  -0.895
C20 2.064 -2.209 0.108  -1.066
C21 1.276 -3.032 1.276  -0.336
C22 2.052 -2.856 2.748  0.382
C23 1.173 -2.179 4.000  -0.234
C24 1.766 -1.904 5.504  -0.426
C25 3.332 -2.304 5.785  -0.401
C26 4.191 -2.993 4.565  -0.372
C27 3.601 -3.300 3.042  -0.549
H1 -1.979 -3.525 -1.256  0.174
H2 -3.513 -3.867 -2.426  0.319
H3 -3.388 -2.217 -1.399  0.135
H4 -2.565 -1.312 -3.554  0.371
H5 -1.891 -2.984 -4.113  0.117
H6 0.852 0.522 -3.270  0.085
H7 1.560 -0.906 -4.308  0.342
H8 -0.989 -1.116 -5.555  0.034
H9 0.251 0.269 -6.063  0.356
H10 -1.191 0.738 -4.913  0.201
H11 -0.842 -1.840 -0.239  0.088
H12 0.520 1.678 -1.305  0.075
H13 -1.787 3.086 0.349  0.080
H14 -2.371 2.262 -1.265  0.259
H15 -1.134 4.847 -1.053  0.385
H16 0.444 3.865 -1.406  0.099
H17 -1.544 4.761 -3.113  0.350
H18 1.673 3.281 0.841  0.358
H19 -0.031 3.488 1.563  0.058
H20 2.479 3.321 3.024  0.277
H21 1.777 1.631 3.444  0.173
H22 -0.514 3.033 4.385  0.270
H23 1.124 3.534 5.162  0.336
H24 0.434 5.371 2.618  0.214
H25 1.132 5.752 4.427  0.330
H26 -1.689 4.872 3.858  0.320
H27 -0.981 5.134 5.336  0.306
H28 0.101 0.293 3.099  0.085
H29 -0.938 -0.524 1.777  0.634
H30 -1.719 2.565 2.562  -0.258
H31 -3.819 1.909 1.345  0.236
H32 -3.005 0.198 0.861  0.081
H33 -3.954 0.411 2.483  0.376
H34 -2.027 0.004 4.014  0.418
H35 1.636 -0.297 1.610  0.084
H36 3.580 0.097 -0.281  0.486
H37 2.928 1.839 -0.158  0.568
H38 1.854 -0.527 -1.399  0.534
H39 2.120 -2.915 -0.848  0.474
H40 3.195 -2.016 0.424  0.389
H41 1.256 -4.202 1.080  0.400
H42 0.171 -2.708 1.477  0.180
H43 0.040 -1.896 3.777  0.258
H44 1.028 -1.434 6.303  0.295
H45 3.754 -2.073 6.866  0.303
H46 5.307 -3.278 4.791  0.300
H47 4.229 -3.776 2.177  0.306
N3 -2.741 -3.286 -8.373  -0.358
S1 -1.527 -3.930 -7.614  1.005
O5 -1.203 -5.319 -7.921  -0.598
O6 -1.283 -3.505 -6.241  -0.509
F1 -0.321 -3.183 -8.361  -0.283
S2 -4.110 -3.889 -7.889  1.106
O7 -5.236 -3.574 -8.768  -0.647
O8 -4.428 -3.828 -6.468  -0.543
F2 -3.952 -5.456 -8.142  -0.259

Results
Maximum force: 9.59 eV Å⁻¹
Gap between HOMO and LUMO: 6.098 eV
Total charge: 0

[5]
C27H47F5FeN9O6PS | ωB97M-V/def2-TZVPD

Each line ends with the Löwdin spin population.
Element x y z (Å)
Fe1 0.208 -0.011 0.088  3.710
C1 0.178 -1.192 2.954  0.002
N1 0.879 -1.444 1.669  0.035
C2 0.588 -2.830 1.247  0.001
N2 0.989 -3.809 2.250  0.001
C3 0.286 -3.498 3.499  0.000
N3 0.577 -2.149 3.980  0.002
C4 2.024 -2.035 4.177  0.000
N4 2.766 -2.300 2.944  0.002
C5 2.337 -1.348 1.925  0.001
C6 2.429 -3.648 2.488  0.000
H1 -0.894 -1.266 2.777  0.000
H2 0.415 -0.178 3.273  0.000
H3 1.137 -3.020 0.321  0.000
H4 -0.485 -2.913 1.060  0.000
H5 0.586 -4.221 4.261  0.000
H6 -0.789 -3.591 3.331  0.000
H7 2.335 -2.752 4.939  0.000
H8 2.256 -1.026 4.522  0.000
H9 2.866 -1.542 0.995  0.000
H10 2.556 -0.330 2.253  0.000
H11 2.743 -4.369 3.245  0.000
H12 2.964 -3.854 1.558  0.000
C7 -3.765 -2.592 2.390  0.000
C8 -4.841 -1.922 1.542  0.000
C9 -4.362 -0.630 0.892  0.003
S1 -2.970 -0.925 -0.229  0.009
O1 -1.773 -0.484 0.600  0.033
C10 -3.282 0.403 -1.408  0.001
C11 -4.374 0.030 -2.405  0.000
C12 -3.930 -1.034 -3.404  0.000
H13 -4.128 -3.529 2.811  0.000
H14 -3.459 -1.945 3.213  0.000
H15 -2.874 -2.817 1.799  0.000
H16 -5.706 -1.686 2.166  0.000
H17 -5.189 -2.609 0.767  0.000
H18 -3.965 0.073 1.629  0.000
H19 -5.156 -0.143 0.327  0.000
H20 -2.329 0.554 -1.914  0.000
H21 -3.515 1.297 -0.825  0.000
H22 -4.652 0.941 -2.938  0.000
H23 -5.274 -0.301 -1.880  0.000
H24 -3.039 -0.708 -3.941  0.000
H25 -4.715 -1.226 -4.134  0.000
H26 -3.692 -1.976 -2.908  0.000
N5 1.286 -0.987 -4.714  0.000
N6 0.591 -1.540 -3.659  0.001
N7 0.643 -2.818 -3.349  0.001
C13 -0.155 -2.857 -2.294  0.002
N8 -0.651 -1.653 -1.988  0.010
N9 -0.171 -0.824 -2.898  0.002
H27 1.766 -1.766 -5.152  0.000
H28 1.994 -0.369 -4.279  0.000
H29 -0.382 -3.760 -1.756  0.000
F1 -1.570 6.444 0.026  0.001
C14 -1.094 5.236 0.357  0.003
C15 -1.174 4.178 -0.530  0.000
F2 -1.723 4.348 -1.738  0.000
C16 -0.681 2.945 -0.156  0.004
F3 -0.743 1.918 -1.057  0.021
C17 -0.094 2.673 1.086  0.005
O2 0.368 1.499 1.404  0.053
C18 -0.032 3.777 1.953  0.004
F4 0.520 3.621 3.166  0.001
C19 -0.517 5.022 1.600  0.000
F5 -0.436 6.037 2.467  0.000
C20 4.863 2.534 0.661  0.000
C21 4.264 2.152 -0.682  0.000
C22 2.887 2.779 -0.850  0.000
C23 5.192 2.520 -1.830  0.000
O3 4.154 0.701 -0.622  0.002
P1 3.203 -0.176 -1.552  0.013
O4 3.253 0.255 -2.973  0.004
O5 1.824 -0.252 -0.928  0.073
O6 3.768 -1.645 -1.302  0.002
C24 5.138 -2.112 -1.398  0.000
C25 5.824 -1.882 -0.058  0.000
C26 5.001 -3.601 -1.681  0.000
C27 5.876 -1.415 -2.532  0.000
H30 5.027 3.611 0.707  0.000
H31 5.819 2.029 0.806  0.000
H32 4.191 2.246 1.470  0.000
H33 2.966 3.863 -0.770  0.000
H34 2.223 2.417 -0.064  0.000
H35 2.458 2.530 -1.821  0.000
H36 5.288 3.605 -1.890  0.000
H37 4.794 2.144 -2.771  0.000
H38 6.184 2.095 -1.668  0.000
H39 5.263 -2.366 0.744  0.000
H40 5.895 -0.819 0.162  0.000
H41 6.828 -2.307 -0.084  0.000
H42 4.433 -4.084 -0.885  0.000
H43 5.985 -4.067 -1.738  0.000
H44 4.479 -3.761 -2.625  0.000
H45 5.972 -0.348 -2.340  0.000
H46 5.340 -1.542 -3.472  0.000
H47 6.874 -1.844 -2.629  0.000

Results
Maximum force: 0.46 eV Å⁻¹
Expectation value of S²: 6.0072
Multiplicity: 5
Gap between HOMO and LUMO (spin up / spin down): 8.197 / 8.234 eV
Energy relative to the best compared isomer or geometry (same formula, charge and spin): 0.000 eV
Total charge: 0